Computed, not measured: a cluster of 2 separate species, C3H6N4O in total, with ωB97M-V/def2-TZVPD.

The calculated total energy comes out at -411.9630 hartree. For the orbital gap (spin up / spin down), the calculation gives 9.10 / 7.22 eV. The spin multiplicity is 3. As for the highest occupied orbital energy (spin up / spin down): -8.811 / -8.996 eV. Its maximum force is 0.104 hartree/bohr. The energy relative to the best compared isomer or geometry (same formula, charge and spin) is 0.528 eV.

Last column: Löwdin spin population.
Atoms and positions in Å:
C1 -0.878 0.042 1.464  0.364
C2 -2.123 -0.029 0.660  0.085
C3 1.032 1.358 1.333  0.539
N1 0.090 -1.616 -0.877  0.010
N2 -1.878 0.843 -0.438  0.156
N3 -0.736 1.597 -0.248  0.456
N4 -0.134 1.050 0.822  0.094
O1 -3.012 -0.855 0.561  0.238
H1 -0.763 -1.076 -0.784  0.002
H2 1.396 2.336 1.140  0.029
H3 1.609 0.670 1.960  0.022
H4 0.192 -2.208 -0.042  0.000
H5 -2.668 1.165 -0.950  0.005
H6 -0.070 -2.219 -1.650  0.001



Computed, not measured: an isolated molecule of C6H9N, with ωB97M-V/def2-TZVPD.

The calculated total energy comes out at -288.6993 hartree. For the orbital gap, the calculation gives 10.35 eV. The spin multiplicity is 1. As for the highest occupied orbital energy: -9.310 eV. Its maximum force is 0.008 hartree/bohr. Its SMILES is [H]/N=C/CC(C)=C=C. The energy relative to the best compared isomer or geometry (same formula, charge and spin) is 2.252 eV.

Last column: Mulliken charge in e.
Atoms and positions in Å:
C1 -1.996 0.097 1.128  -1.371
C2 -0.678 0.096 0.373  0.464
C3 -0.031 1.210 0.145  0.168
C4 0.676 2.263 -0.164  -0.786
C5 1.371 -1.082 -0.617  -0.172
C6 -0.081 -1.182 -0.211  -0.391
N1 1.758 -1.512 -1.747  -0.622
H1 -2.789 -0.418 0.574  0.322
H2 -2.333 1.124 1.306  0.347
H3 -1.915 -0.389 2.109  0.297
H4 1.443 2.647 0.502  0.260
H5 0.521 2.770 -1.113  0.245
H6 2.057 -0.680 0.144  0.400
H7 -0.637 -1.492 -1.105  0.246
H8 -0.140 -2.010 0.508  0.326
H9 2.774 -1.442 -1.831  0.264



Computed, not measured: a cluster of 2 separate species, C5H13NO2 in total, with ωB97M-V/def2-TZVPD.

The calculated total energy comes out at -403.4831 hartree. For the orbital gap, the calculation gives 10.36 eV. The spin multiplicity is 1. As for the highest occupied orbital energy: -9.461 eV. Its maximum force is 0.018 hartree/bohr. Its SMILES is C=CCO.NCCO. The energy relative to the best compared isomer or geometry (same formula, charge and spin) is 2.543 eV.

Last column: Mulliken charge in e.
Atoms and positions in Å:
C1 0.528 0.452 2.534  -0.317
O1 1.009 -0.480 3.493  -0.512
C2 -0.651 -0.173 1.848  -0.032
C3 -1.803 0.456 1.677  -0.832
H1 1.286 0.652 1.769  0.239
H2 0.243 1.402 2.992  0.315
H3 1.687 -0.058 4.022  0.286
H4 -0.458 -1.161 1.446  0.351
H5 -2.616 0.100 1.063  0.311
H6 -1.969 1.440 2.103  0.186
C4 0.534 -0.102 -2.964  -0.543
O2 1.930 0.042 -2.710  -0.516
C5 -0.189 -0.086 -1.630  -0.192
N1 -1.626 -0.213 -1.842  -0.608
H7 0.168 0.734 -3.569  0.290
H8 0.341 -1.016 -3.534  0.289
H9 2.386 0.093 -3.548  0.298
H10 0.259 -0.847 -0.991  0.218
H11 0.045 0.895 -1.204  0.234
H12 -2.128 0.578 -1.466  0.276
H13 -1.980 -1.020 -1.359  0.260



Computed, not measured: a structure of composition H10LiO5, with ωB97M-V/def2-TZVPD.

The calculated total energy comes out at -389.5774 hartree. For the orbital gap, the calculation gives 12.34 eV. The spin multiplicity is 1. As for the highest occupied orbital energy: -15.836 eV. Its maximum force is 0.090 hartree/bohr. The net charge is +1. The energy relative to the best compared isomer or geometry (same formula, charge and spin) is 1.059 eV.

Last column: Mulliken charge in e.
Atoms and positions in Å:
Li1 0.196 0.170 -0.010  0.927
O1 1.577 -0.994 1.284  -0.620
H1 2.031 -1.720 0.838  0.312
H2 1.392 -1.333 2.141  0.296
O2 -0.246 2.161 -0.317  -0.525
H3 -0.857 2.666 0.187  0.283
H4 -0.190 2.592 -1.107  0.261
O3 -1.227 -1.043 -0.860  -0.621
H5 -1.588 -0.427 -1.452  0.352
H6 -2.147 -1.431 -0.514  0.304
O4 1.306 -0.026 -1.858  -0.570
H7 0.808 -0.199 -2.589  0.286
H8 2.159 -0.463 -1.834  0.303
O5 -1.063 0.348 1.949  -0.615
H9 -0.313 -0.163 2.362  0.316
H10 -1.839 -0.138 1.781  0.311



Computed, not measured: an isolated molecule of C18H23ClN4O2S, with ωB97M-V/def2-TZVPD.

The calculated total energy comes out at -1927.6243 hartree. For the orbital gap, the calculation gives 8.80 eV. The spin multiplicity is 1. As for the highest occupied orbital energy: -8.224 eV. Its maximum force is 0.023 hartree/bohr. Its SMILES is Cn1c(CNc2cccc(Cl)c2)nnc1SCC(=O)OC1CCCCC1. The energy relative to the best compared isomer or geometry (same formula, charge and spin) is 0.000 eV.

Last column: Mulliken charge in e.
Atoms and positions in Å:
C1 0.807 3.336 2.175  -0.943
N1 -0.256 2.641 1.513  0.125
C2 -0.804 2.915 0.293  0.304
N2 -1.727 2.045 -0.005  -0.451
N3 -1.800 1.173 1.011  -0.376
C3 -0.928 1.523 1.915  0.568
C4 -0.680 0.810 3.205  -1.001
N4 -1.075 -0.574 3.178  -0.210
C5 -0.426 -1.508 2.397  0.724
C6 0.771 -1.245 1.730  -0.709
C7 1.420 -2.266 1.059  0.396
C8 0.917 -3.555 1.023  -0.544
C9 -0.284 -3.808 1.667  -0.719
C10 -0.950 -2.805 2.338  -0.571
H1 -1.886 -3.014 2.835  0.358
H2 -0.703 -4.802 1.639  0.364
H3 1.444 -4.335 0.499  0.417
Cl1 2.898 -1.906 0.228  -0.201
H4 1.198 -0.256 1.705  0.387
H5 -2.071 -0.721 3.244  0.278
H6 0.383 0.870 3.459  0.430
H7 -1.242 1.304 4.006  0.331
S1 -0.198 4.170 -0.758  -0.259
C11 0.073 3.129 -2.231  -0.415
C12 0.443 1.723 -1.780  0.545
O1 1.255 1.482 -0.923  -0.608
O2 -0.273 0.842 -2.445  -0.425
C13 -0.209 -0.544 -2.060  1.442
C14 0.500 -1.344 -3.148  -1.214
C15 0.477 -2.829 -2.797  -0.206
C16 -0.957 -3.316 -2.618  -0.971
C17 -1.662 -2.510 -1.530  0.307
C18 -1.644 -1.023 -1.864  -0.996
H8 -2.107 -0.442 -1.065  0.251
H9 -2.197 -0.837 -2.787  0.290
H10 -2.695 -2.845 -1.427  0.435
H11 -1.159 -2.671 -0.576  -0.419
H12 -0.957 -4.374 -2.351  0.397
H13 -1.498 -3.207 -3.561  0.378
H14 0.971 -3.397 -3.588  0.388
H15 1.031 -2.986 -1.871  -0.018
H16 -0.013 -1.174 -4.098  0.319
H17 1.529 -0.993 -3.247  0.329
H18 0.348 -0.616 -1.119  -0.292
H19 -0.831 3.104 -2.835  0.339
H20 0.895 3.590 -2.778  0.429
H21 1.163 4.128 1.516  0.359
H22 0.455 3.773 3.111  0.341
H23 1.630 2.649 2.382  0.319



Computed, not measured: a cluster of 3 separate species, C4H14N2O2 in total, with ωB97M-V/def2-TZVPD.

The calculated total energy comes out at -420.7701 hartree. For the orbital gap, the calculation gives 8.18 eV. The spin multiplicity is 1. As for the highest occupied orbital energy: -7.487 eV. Its maximum force is 0.034 hartree/bohr. Its SMILES is CC/C(N)=C/N.O.O. The energy relative to the best compared isomer or geometry (same formula, charge and spin) is 0.952 eV.

Last column: Mulliken charge in e.
Atoms and positions in Å:
C1 0.309 -0.055 -2.431  -0.918
C2 1.350 0.457 -1.434  -0.943
C3 0.757 0.592 -0.017  0.949
C4 0.969 -0.372 0.880  -0.881
N1 0.610 -0.282 2.256  -0.407
N2 0.474 1.906 0.339  -0.503
H1 0.711 -0.210 -3.438  0.361
H2 -0.462 0.713 -2.509  0.246
H3 -0.014 -1.031 -2.064  0.250
H4 1.750 1.425 -1.735  0.397
H5 2.202 -0.219 -1.284  0.280
H6 1.375 -1.326 0.581  0.309
H7 0.774 -1.147 2.738  0.213
H8 0.926 0.515 2.791  0.201
H9 0.312 2.500 -0.448  0.217
H10 -0.078 2.198 1.138  0.227
H11 -1.360 -1.448 0.055  0.441
H12 -2.667 -2.028 -0.279  0.292
O1 -1.772 -2.033 -0.591  -0.657
H13 -1.472 0.380 1.486  0.315
H14 -2.441 -0.359 2.448  0.299
O2 -2.251 -0.172 1.516  -0.688



> calculated total energy of number 2 (C6H9N)?

-288.6993 hartree